(w)
{
  "formula": "CH4ClN2O",
  "method": "ωB97M-V/def2-TZVPD",
  "symbols": ["C", "N", "N", "O", "Cl", "H", "H", "H", "H"],
  "positions_angstrom": [[-0.353, 0.456, -1.007], [0.240, -0.347, 1.681], [-0.150, -0.727, -0.331], [-0.334, -1.842, -0.584], [0.885, 1.144, 1.859], [-0.698, 0.306, -2.038], [0.571, 1.052, -0.987], [-1.082, 1.055, -0.440], [0.920, -1.096, 1.847]],
  "mulliken_charge": [-0.67, -0.19, 0.47, -0.20, 0.16, 0.36, 0.34, 0.40, 0.34],
  "homo_ev": [-15.39, -15.41],
  "homo_lumo_gap_ha": [0.30304, 0.30448],
  "total_charge": 1,
  "mol_weight_g_mol": 95.51
}

---

(x)
{
  "formula": "CH4ClN2O",
  "method": "ωB97M-V/def2-TZVPD",
  "symbols": ["C", "N", "N", "O", "Cl", "H", "H", "H", "H"],
  "positions_angstrom": [[0.066, -0.528, 0.753], [0.981, 1.218, -2.487], [0.807, 0.441, -0.051], [1.716, 1.121, 0.231], [2.134, 2.125, -1.956], [0.335, -1.400, 0.305], [-0.984, -0.288, 0.570], [0.443, -0.644, 1.866], [0.048, 1.548, -2.468]],
  "mulliken_charge": [-0.60, -0.20, 0.41, -0.22, 0.35, 0.32, 0.29, 0.32, 0.32],
  "homo_ev": [-15.59, -15.12],
  "homo_lumo_gap_ha": [0.31923, 0.26602],
  "total_charge": 1,
  "mol_weight_g_mol": 95.51
}

---

What are the relative energies? In eV: (w) 0.000; (x) 0.755.

---

(w)
{
  "formula": "C2H3N3O2",
  "method": "ωB97M-V/def2-TZVPD",
  "symbols": ["C", "C", "N", "N", "N", "O", "O", "H", "H", "H"],
  "positions_angstrom": [[-0.166, -0.156, 0.942], [0.277, -0.664, -1.253], [0.360, -0.982, -0.042], [-0.395, 0.976, -1.059], [-0.585, 1.197, 0.109], [0.435, -0.972, -2.375], [0.556, -0.156, 2.175], [-1.199, -0.431, 1.228], [-0.717, 1.702, -1.704], [1.434, -0.516, 1.979]],
  "mulliken_charge": [0.33, 0.51, -0.49, 0.17, -0.33, -0.50, -0.49, 0.21, 0.23, 0.35],
  "homo_ev": -9.84,
  "homo_lumo_gap_ha": 0.34319,
  "total_charge": 0,
  "mol_weight_g_mol": 101.06
}

---

(x)
{
  "formula": "C2H3N3O2",
  "method": "ωB97M-V/def2-TZVPD",
  "symbols": ["N", "C", "N", "O", "C", "O", "N", "H", "H", "H"],
  "positions_angstrom": [[0.522, 1.216, -1.287], [0.203, 0.428, -0.215], [-0.614, 1.007, 0.606], [-1.179, -0.013, 1.366], [-0.629, -1.197, 1.026], [-0.968, -2.259, 1.469], [0.355, -0.904, 0.071], [0.021, 2.063, -0.970], [1.473, 1.300, -1.623], [0.817, -1.641, -0.444]],
  "mulliken_charge": [-0.44, 0.32, -0.39, -0.13, 0.49, -0.55, -0.09, 0.31, 0.26, 0.22],
  "homo_ev": -9.31,
  "homo_lumo_gap_ha": 0.35929,
  "total_charge": 0,
  "smiles": "Nc1noc(=O)[nH]1",
  "mol_weight_g_mol": 101.06
}

---

(y)
{
  "formula": "C2H3N3O2",
  "method": "ωB97M-V/def2-TZVPD",
  "symbols": ["C", "C", "N", "N", "N", "O", "O", "H", "H", "H"],
  "positions_angstrom": [[-1.408, -1.757, -0.427], [-1.540, -0.321, -0.733], [-1.323, -2.892, -0.280], [-0.935, 0.323, -1.600], [-2.560, 0.457, 0.150], [-3.035, -0.115, 1.102], [-2.811, 1.584, -0.201], [1.004, 0.198, 1.132], [1.611, -0.043, 1.648], [-1.320, 1.326, -1.614]],
  "mulliken_charge": [0.23, 0.33, -0.30, -0.46, 0.97, -0.52, -0.60, -0.24, 0.24, 0.35],
  "homo_ev": -11.94,
  "homo_lumo_gap_ha": 0.37816,
  "total_charge": 0,
  "mol_weight_g_mol": 101.06
}

---

(z)
{
  "formula": "C2H3N3O2",
  "method": "ωB97M-V/def2-TZVPD",
  "symbols": ["N", "C", "N", "O", "C", "O", "N", "H", "H", "H"],
  "positions_angstrom": [[0.177, 1.561, -0.847], [-0.201, 0.501, -0.038], [-1.134, 0.423, 0.848], [-1.112, -0.934, 1.249], [-0.089, -1.607, 0.631], [0.262, -2.733, 0.852], [0.446, -0.680, -0.240], [-0.513, 2.295, -0.883], [1.061, 1.941, -0.520], [1.069, -0.831, -1.018]],
  "mulliken_charge": [-0.51, 0.40, -0.38, -0.15, 0.52, -0.55, -0.12, 0.29, 0.26, 0.24],
  "homo_ev": -9.74,
  "homo_lumo_gap_ha": 0.37571,
  "total_charge": 0,
  "smiles": "Nc1noc(=O)[nH]1",
  "mol_weight_g_mol": 101.06
}

---

What are the relative energies? In eV: (w) 1.810; (x) 0.368; (y) 4.748; (z) 0.000.

---

(w)
{
  "formula": "C2H7N3O",
  "method": "ωB97M-V/def2-TZVPD",
  "symbols": ["H", "N", "N", "N", "C", "C", "H", "H", "H", "H", "O", "H", "H"],
  "positions_angstrom": [[-2.733, -1.272, -0.659], [-1.810, -1.111, -0.250], [-1.771, 0.053, 0.245], [-0.853, 0.490, 0.961], [0.356, 0.886, 0.825], [0.947, 1.368, -0.463], [0.860, 1.147, 1.744], [1.444, 0.532, -0.958], [0.194, 1.766, -1.153], [1.682, 2.144, -0.265], [0.834, -1.720, -0.082], [1.019, -2.610, 0.234], [-0.169, -1.673, -0.176]],
  "mulliken_charge": [0.22, -0.42, -0.36, 0.06, 0.07, -0.91, 0.37, 0.29, 0.30, 0.30, -0.69, 0.29, 0.47],
  "homo_ev": -9.13,
  "homo_lumo_gap_ha": 0.36920,
  "total_charge": 0,
  "smiles": "[H]/N=N/N=C\\C.O",
  "mol_weight_g_mol": 89.10
}

---

(x)
{
  "formula": "C2H7N3O",
  "method": "ωB97M-V/def2-TZVPD",
  "symbols": ["N", "C", "C", "O", "N", "N", "H", "H", "H", "H", "H", "H", "H"],
  "positions_angstrom": [[1.740, -0.715, -0.568], [0.842, -0.852, 0.575], [-0.507, -0.247, 0.209], [-1.433, -0.952, -0.179], [-0.576, 1.104, 0.036], [-1.692, 1.706, -0.493], [1.335, -1.174, -1.377], [2.633, -1.152, -0.366], [1.263, -0.305, 1.426], [0.669, -1.896, 0.883], [0.215, 1.381, 0.722], [-2.315, 2.071, 0.221], [-2.174, 1.030, -1.088]],
  "mulliken_charge": [-0.55, -0.66, 0.60, -0.64, -0.06, -0.58, 0.23, 0.23, 0.36, 0.29, 0.26, 0.22, 0.30],
  "homo_ev": -8.77,
  "homo_lumo_gap_ha": 0.35547,
  "total_charge": 0,
  "smiles": "NCC(=O)NN",
  "mol_weight_g_mol": 89.10
}

---

What are the relative energies? In eV: (w) 1.384; (x) 0.000.

---

(w)
{
  "formula": "C2H7N3O",
  "method": "ωB97M-V/def2-TZVPD",
  "symbols": ["H", "N", "C", "N", "O", "C", "N", "H", "H", "H", "H", "H", "H"],
  "positions_angstrom": [[-2.344, 0.199, -0.851], [-1.332, 0.075, -0.896], [-0.889, -0.236, 0.268], [-1.656, -0.397, 1.371], [0.411, -0.423, 0.523], [1.346, -0.245, -0.630], [1.907, 1.076, -0.598], [-1.184, -0.901, 2.112], [-2.606, -0.698, 1.214], [0.894, -0.477, -1.598], [2.127, -0.986, -0.446], [2.166, 1.284, 0.363], [1.160, 1.728, -0.833]],
  "mulliken_charge": [0.19, -0.70, 0.65, -0.48, -0.43, -0.32, -0.62, 0.25, 0.23, 0.40, 0.26, 0.27, 0.29],
  "homo_ev": -9.34,
  "homo_lumo_gap_ha": 0.37589,
  "total_charge": 0,
  "smiles": "[H]/N=C(\\N)OCN",
  "mol_weight_g_mol": 89.10
}

---

(x)
{
  "formula": "C2H7N3O",
  "method": "ωB97M-V/def2-TZVPD",
  "symbols": ["C", "N", "O", "C", "N", "N", "H", "H", "H", "H", "H", "H", "H"],
  "positions_angstrom": [[-2.112, -0.523, -0.242], [-0.710, 0.207, -0.293], [-0.504, 1.492, 0.241], [0.167, -0.888, 0.286], [1.460, -0.813, 0.249], [1.916, 0.264, -0.431], [-1.862, -1.471, -0.906], [-2.364, -0.801, 0.957], [-2.949, 0.219, -0.502], [-0.139, 1.457, 1.212], [-0.163, -1.687, 0.864], [3.075, 0.172, -0.299], [1.439, 1.034, -0.189]],
  "mulliken_charge": [-0.67, -0.16, -0.46, -0.15, -0.28, -0.38, 0.32, 0.23, 0.28, 0.35, 0.40, 0.29, 0.25],
  "homo_ev": -8.63,
  "homo_lumo_gap_ha": 0.34250,
  "total_charge": 0,
  "smiles": "CN(O)/C=N\\N",
  "mol_weight_g_mol": 89.10
}

---

(y)
{
  "formula": "C2H7N3O",
  "method": "ωB97M-V/def2-TZVPD",
  "symbols": ["H", "N", "C", "N", "H", "H", "H", "N", "C", "O", "H", "H", "H"],
  "positions_angstrom": [[-2.509, 0.558, -0.665], [-1.526, 0.182, -0.734], [-1.642, -0.954, -0.047], [-0.734, -1.538, 0.741], [-2.687, -1.299, -0.070], [-0.792, -2.445, 1.228], [0.166, -1.111, 0.583], [1.359, 1.511, -0.731], [2.007, 0.804, 0.191], [1.912, -0.408, 0.544], [0.788, 0.922, -1.415], [0.951, 2.372, -0.390], [2.707, 1.406, 0.764]],
  "mulliken_charge": [0.20, -0.61, -0.01, -0.29, 0.32, 0.22, 0.24, -0.36, 0.04, -0.66, 0.30, 0.25, 0.37],
  "homo_ev": -8.69,
  "homo_lumo_gap_ha": 0.35672,
  "total_charge": 0,
  "smiles": "[H]/N=C/N.NC=O",
  "mol_weight_g_mol": 89.10
}

---

(z)
{
  "formula": "C2H7N3O",
  "method": "ωB97M-V/def2-TZVPD",
  "symbols": ["C", "N", "N", "N", "C", "O", "H", "H", "H", "H", "H", "H", "H"],
  "positions_angstrom": [[2.498, -0.448, -0.198], [1.374, -0.377, 0.381], [0.499, 0.578, -0.011], [-0.785, 0.550, 0.557], [-1.752, -0.505, -0.021], [-2.496, 0.364, -0.771], [2.822, 0.230, -0.990], [3.161, -1.249, 0.091], [0.751, 1.388, -0.572], [-0.700, 0.438, 1.568], [-2.285, -0.966, 0.825], [-1.196, -1.229, -0.636], [-1.891, 1.226, -0.222]],
  "mulliken_charge": [-0.32, -0.45, 0.08, -0.43, -0.14, -0.60, 0.24, 0.27, 0.21, 0.27, 0.25, 0.21, 0.42],
  "homo_ev": -9.02,
  "homo_lumo_gap_ha": 0.37002,
  "total_charge": 0,
  "smiles": "C=NNNCO",
  "mol_weight_g_mol": 89.10
}

---

What are the relative energies? In eV: (w) 0.000; (x) 5.482; (y) 0.857; (z) 4.061.

---

(w)
{
  "formula": "C2H7N3O",
  "method": "ωB97M-V/def2-TZVPD",
  "symbols": ["C", "N", "N", "C", "O", "N", "H", "H", "H", "H", "H", "H", "H"],
  "positions_angstrom": [[-0.725, 1.244, -1.503], [1.101, -0.398, 1.070], [1.762, -1.514, 1.137], [-0.274, 0.735, -0.177], [-1.286, -0.554, 0.927], [0.755, -0.120, -0.172], [-2.144, -0.969, 1.107], [2.052, -1.796, 2.058], [1.698, -2.177, 0.367], [-0.409, 1.387, 0.682], [-0.406, 0.586, -2.309], [-0.311, 2.242, -1.675], [-1.812, 1.333, -1.513]],
  "mulliken_charge": [-0.90, 0.00, -0.31, 0.37, -0.72, -0.39, 0.20, 0.25, 0.27, 0.36, 0.31, 0.27, 0.30],
  "homo_ev": [-8.95, -8.95],
  "homo_lumo_gap_ha": [0.32706, 0.32699],
  "total_charge": 0,
  "mol_weight_g_mol": 89.10
}

---

(x)
{
  "formula": "C2H7N3O",
  "method": "ωB97M-V/def2-TZVPD",
  "symbols": ["N", "C", "N", "C", "N", "O", "H", "H", "H", "H", "H", "H", "H"],
  "positions_angstrom": [[1.666, -0.174, -0.222], [0.495, 0.087, 0.524], [0.123, 1.439, 0.444], [-0.812, -0.915, 0.088], [-1.110, -0.529, -1.217], [-1.735, 0.540, -1.327], [1.591, 0.126, -1.186], [1.951, -1.143, -0.180], [0.665, -0.195, 1.568], [-0.122, 1.732, -0.498], [-0.662, 1.669, 1.043], [-0.477, -1.951, 0.123], [-1.575, -0.685, 0.839]],
  "mulliken_charge": [-0.55, -0.20, -0.59, -0.36, -0.16, -0.36, 0.29, 0.25, 0.33, 0.29, 0.28, 0.39, 0.38],
  "homo_ev": -8.77,
  "homo_lumo_gap_ha": 0.31911,
  "total_charge": 0,
  "smiles": "NC(N)CN=O",
  "mol_weight_g_mol": 89.10
}

---

What are the relative energies? In eV: (w) 1.563; (x) 0.000.

---

(w)
{
  "formula": "C5H13NS",
  "method": "ωB97M-V/def2-TZVPD",
  "symbols": ["C", "C", "N", "C", "C", "C", "S", "H", "H", "H", "H", "H", "H", "H", "H", "H", "H", "H", "H", "H"],
  "positions_angstrom": [[-1.347, -2.270, -1.603], [-1.548, -0.866, -1.049], [-0.266, -0.333, -0.635], [-0.300, 0.998, -0.104], [1.074, 1.512, 0.390], [1.730, 0.690, 1.502], [1.204, 1.144, 3.170], [-2.064, -3.058, -1.374], [-1.149, -2.294, -2.678], [-0.415, -2.729, -1.239], [-2.218, -1.004, -0.191], [-1.943, -0.246, -1.850], [0.303, -1.053, -0.228], [-0.969, 0.984, 0.776], [-0.597, 1.772, -0.812], [1.670, 1.326, -0.512], [0.922, 2.549, 0.679], [1.576, -0.331, 1.242], [2.815, 0.766, 1.419], [1.522, 2.444, 3.097]],
  "mulliken_charge": [-1.11, -0.28, -0.28, -0.47, -0.69, -0.67, -0.20, 0.34, 0.26, 0.30, 0.28, 0.27, 0.22, 0.33, 0.28, 0.33, 0.36, 0.29, 0.34, 0.11],
  "homo_ev": -8.50,
  "homo_lumo_gap_ha": 0.34898,
  "total_charge": 0,
  "smiles": "CCNCCCS",
  "mol_weight_g_mol": 119.23
}

---

(x)
{
  "formula": "C5H13NS",
  "method": "ωB97M-V/def2-TZVPD",
  "symbols": ["C", "C", "N", "C", "C", "C", "S", "H", "H", "H", "H", "H", "H", "H", "H", "H", "H", "H", "H", "H"],
  "positions_angstrom": [[-0.857, -1.725, -3.126], [0.235, -0.882, -2.523], [0.505, -1.199, -1.134], [0.627, -0.024, -0.265], [0.763, -0.459, 1.218], [-0.281, 0.173, 2.140], [-0.336, 1.984, 1.905], [-1.163, -1.367, -4.109], [-0.585, -2.774, -3.097], [-1.811, -1.618, -2.607], [0.016, 0.185, -2.617], [1.130, -0.993, -3.135], [-0.159, -1.831, -0.706], [-0.250, 0.628, -0.374], [1.514, 0.486, -0.634], [0.632, -1.537, 1.193], [1.731, -0.111, 1.586], [-1.289, -0.203, 1.975], [0.003, -0.064, 3.170], [-1.051, 2.195, 3.018]],
  "mulliken_charge": [-1.26, -0.29, -0.39, -0.47, -0.67, -0.63, -0.22, 0.38, 0.31, 0.35, 0.31, 0.24, 0.23, 0.35, 0.28, 0.36, 0.28, 0.33, 0.41, 0.12],
  "homo_ev": -8.55,
  "homo_lumo_gap_ha": 0.34717,
  "total_charge": 0,
  "smiles": "CCNCCCS",
  "mol_weight_g_mol": 119.23
}

---

What are the relative energies? In eV: (w) 0.234; (x) 0.000.

---

(w)
{
  "formula": "C4H7O3P",
  "method": "ωB97M-V/def2-TZVPD",
  "symbols": ["C", "C", "C", "C", "O", "P", "O", "O", "H", "H", "H", "H", "H", "H", "H"],
  "positions_angstrom": [[-1.201, -1.519, 0.300], [-0.071, -0.556, 0.143], [0.018, 0.428, -0.742], [1.501, 1.236, -0.595], [2.767, 1.066, 0.473], [2.059, 0.239, 1.649], [2.977, -0.482, 2.509], [0.960, -0.792, 1.023], [-0.804, -2.531, 0.361], [-1.886, -1.440, -0.540], [-1.739, -1.318, 1.226], [-0.617, 0.788, -1.516], [2.032, 1.070, -1.530], [1.274, 2.293, -0.477], [1.230, 1.177, 2.245]],
  "mulliken_charge": [-1.16, 0.55, -0.25, -0.56, -0.34, 0.72, -0.64, -0.37, 0.32, 0.33, 0.27, 0.40, 0.33, 0.35, 0.06],
  "homo_ev": -9.88,
  "homo_lumo_gap_ha": 0.39003,
  "total_charge": 0,
  "smiles": "CC1=CCO[P@H](=O)O1",
  "mol_weight_g_mol": 134.07
}

---

(x)
{
  "formula": "C4H7O3P",
  "method": "ωB97M-V/def2-TZVPD",
  "symbols": ["C", "C", "C", "O", "P", "O", "H", "H", "H", "H", "H", "C", "O", "H", "H"],
  "positions_angstrom": [[-0.429, -1.283, -0.521], [0.259, -0.451, 0.233], [0.106, -0.305, 1.736], [1.331, 0.294, 2.176], [1.564, 0.724, -0.229], [2.491, -0.017, -1.081], [-1.112, -1.955, -0.008], [-0.452, -1.321, -1.584], [0.030, -1.309, 2.073], [-0.767, 0.387, 1.986], [1.453, 0.402, 3.228], [-1.125, 1.164, -2.002], [-1.226, 1.808, -1.013], [-0.243, 0.574, -2.197], [-1.879, 1.288, -2.798]],
  "mulliken_charge": [-0.78, 0.41, -0.32, -0.56, 0.28, -0.48, 0.22, 0.40, 0.34, 0.22, 0.33, -0.23, -0.36, 0.28, 0.27],
  "homo_ev": -8.62,
  "homo_lumo_gap_ha": 0.31337,
  "total_charge": 0,
  "smiles": "C=C(CO)P=O.C=O",
  "mol_weight_g_mol": 134.07
}

---

What are the relative energies? In eV: (w) 0.000; (x) 2.801.